{
  "formula": "C5H14N",
  "method": "the ωB97M-V functional and the def2-TZVPD basis",
  "symbols": ["C", "C", "C", "C", "C", "N", "H", "H", "H", "H", "H", "H", "H", "H", "H", "H", "H", "H", "H", "H"],
  "positions_angstrom": [[-0.151, -0.928, -1.061], [-0.122, 0.234, -0.011], [-1.568, 0.495, 0.628], [-2.530, 0.969, -0.435], [-2.103, -0.687, 1.455], [0.740, -0.132, 0.968], [-0.888, -0.687, -1.820], [-0.415, -1.867, -0.582], [0.818, -1.008, -1.548], [0.202, 1.147, -0.534], [-1.360, 1.302, 1.333], [-2.795, 0.206, -1.166], [-2.124, 1.829, -0.973], [-3.467, 1.295, 0.014], [-2.489, -1.481, 0.811], [-2.968, -0.391, 2.045], [-1.319, -1.069, 2.093], [1.675, 0.295, 0.827], [10.317, -0.112, -0.969], [10.548, 0.593, -1.076]],
  "forces_ev_per_angstrom": [[0.1, -1.7, -0.4], [0.7, 2.3, 1.2], [-1.2, -0.9, 1.1], [0.3, 0.3, -0.6], [0.1, 0.1, -0.9], [-0.3, -0.5, -1.2], [-0.2, 0.5, 0.2], [0.1, 0.0, 0.0], [0.1, 0.0, 0.2], [0.1, -0.3, -0.3], [0.1, 0.1, -0.2], [0.1, -0.1, 0.1], [-0.1, 0.0, -0.1], [0.1, 0.0, 0.3], [0.2, -0.1, -0.1], [0.2, 0.3, 0.2], [0.0, -0.2, 0.3], [-0.2, 0.1, 0.2], [0.1, 0.3, 0.0], [-0.1, -0.3, 0.0]],
  "e_tot_ev": -6890.331,
  "orbital_gap_ev": 7.1,
  "charge": 1,
  "e_above_lowest_kcal_mol": 127.5,
  "fmax_ev_per_a": 2.67,
  "lumo_ev": -8.73
}



{
  "formula": "C54H63N2O2",
  "method": "the ωB97M-V functional and the def2-TZVPD basis",
  "symbols": ["C", "C", "C", "C", "C", "C", "C", "C", "C", "C", "C", "C", "C", "C", "N", "C", "C", "C", "C", "C", "C", "C", "C", "N", "C", "C", "C", "C", "C", "C", "C", "C", "C", "C", "C", "C", "C", "C", "C", "C", "H", "H", "H", "H", "H", "H", "H", "H", "H", "H", "H", "H", "H", "H", "H", "H", "H", "H", "H", "H", "H", "H", "H", "H", "H", "H", "H", "H", "H", "H", "H", "H", "H", "H", "H", "H", "H", "H", "H", "H", "H", "H", "H", "H", "H", "H", "H", "H", "H", "H", "C", "O", "C", "C", "C", "C", "C", "O", "C", "C", "C", "C", "C", "C", "C", "C", "C", "C", "H", "H", "H", "H", "H", "H", "H", "H", "H", "H", "H", "H", "H"],
  "positions_angstrom": [[1.070, -2.297, -1.678], [0.696, -2.748, -0.278], [-0.565, -3.620, -0.328], [1.858, -3.570, 0.300], [0.410, -1.573, 0.666], [0.087, -1.913, 1.980], [-0.445, -0.955, 2.833], [-0.474, 0.390, 2.410], [0.382, 0.777, 1.380], [1.079, 2.153, 1.416], [0.151, 3.235, 0.872], [2.393, 2.142, 0.638], [1.418, 2.514, 2.868], [0.366, -0.190, 0.324], [-0.326, 0.239, -0.843], [-1.719, 0.176, -0.908], [-2.522, -0.449, 0.051], [-3.760, -1.063, -0.410], [-3.751, -1.818, -1.611], [-4.936, -2.195, -2.231], [-6.161, -1.863, -1.636], [-6.184, -1.231, -0.388], [-4.994, -0.893, 0.260], [-2.085, 0.971, -1.990], [-3.365, 1.111, -2.643], [-4.478, 1.707, -1.977], [-4.393, 2.849, -0.916], [-5.776, 3.138, -0.322], [-3.921, 4.131, -1.619], [-3.470, 2.530, 0.244], [-5.753, 1.423, -2.490], [-5.908, 1.161, -3.845], [-4.760, 1.026, -4.611], [-3.523, 0.747, -4.008], [-2.491, 0.115, -4.989], [-3.207, -0.818, -5.986], [-1.432, -0.766, -4.350], [-1.848, 1.240, -5.804], [-0.949, 1.654, -2.430], [0.113, 1.189, -1.754], [1.969, -1.671, -1.663], [1.271, -3.182, -2.296], [0.250, -1.744, -2.144], [-0.722, -4.138, 0.626], [-1.450, -3.000, -0.522], [-0.484, -4.373, -1.122], [1.601, -4.017, 1.267], [2.128, -4.382, -0.387], [2.740, -2.933, 0.443], [0.146, -2.949, 2.321], [-0.804, -1.266, 3.812], [-1.174, 1.123, 2.838], [-0.767, 3.306, 1.469], [0.658, 4.210, 0.894], [-0.124, 3.027, -0.166], [3.073, 1.396, 1.066], [2.238, 1.911, -0.416], [2.863, 3.132, 0.711], [2.042, 1.736, 3.325], [1.984, 3.454, 2.902], [0.524, 2.651, 3.485], [-2.149, -0.570, 1.054], [-2.782, -2.084, -2.036], [-4.903, -2.746, -3.175], [-7.092, -2.109, -2.150], [-7.141, -0.990, 0.080], [-4.985, -0.453, 1.261], [-6.184, 2.251, 0.178], [-5.696, 3.937, 0.427], [-6.483, 3.482, -1.087], [-2.910, 4.022, -2.029], [-4.599, 4.380, -2.446], [-3.922, 4.972, -0.912], [-2.441, 2.376, -0.086], [-3.474, 3.374, 0.953], [-3.813, 1.634, 0.774], [-6.646, 1.489, -1.864], [-6.900, 1.093, -4.299], [-4.849, 1.057, -5.699], [-3.920, -0.298, -6.632], [-2.462, -1.279, -6.648], [-3.734, -1.621, -5.456], [-0.662, -0.196, -3.829], [-1.893, -1.492, -3.671], [-0.924, -1.334, -5.144], [-1.299, 1.938, -5.165], [-1.147, 0.818, -6.537], [-2.615, 1.807, -6.347], [-1.002, 2.393, -3.213], [1.158, 1.415, -1.881], [-6.971, -4.644, 11.419], [-6.664, -5.038, 10.056], [-5.883, -4.219, 9.303], [-5.774, -4.494, 7.913], [-5.193, -3.572, 7.063], [-4.651, -2.357, 7.559], [-3.965, -1.398, 6.733], [-3.433, -0.419, 7.515], [-2.425, 0.372, 7.030], [-2.044, 0.278, 5.668], [-0.783, 0.888, 5.421], [-0.089, 1.628, 6.364], [-0.549, 1.709, 7.684], [-1.735, 1.071, 8.022], [-2.875, -0.477, 4.765], [-3.811, -1.340, 5.347], [-4.700, -2.144, 8.960], [-5.247, -3.069, 9.826], [-7.690, -5.394, 11.748], [-6.075, -4.677, 12.055], [-7.421, -3.642, 11.469], [-6.193, -5.427, 7.544], [-5.129, -3.756, 5.991], [-0.300, 0.729, 4.470], [0.830, 2.141, 6.070], [0.017, 2.254, 8.438], [-2.120, 1.072, 9.040], [-2.769, -0.409, 3.690], [-4.429, -2.014, 4.756], [-4.288, -1.241, 9.402], [-5.227, -2.872, 10.900]],
  "forces_ev_per_angstrom": [[-0.1, -0.1, -0.3], [-0.4, 0.1, 0.1], [-0.3, -0.1, -0.2], [0.2, 0.1, 0.1], [-0.1, 0.7, -0.4], [0.3, 0.1, 1.0], [-0.2, -0.5, -0.9], [0.8, -0.2, 0.6], [-1.2, 0.4, 0.3], [-0.9, 0.3, -0.3], [-0.1, 0.4, -0.3], [0.1, -0.2, 0.0], [0.1, -0.2, 0.3], [-0.1, -1.7, 1.0], [0.9, 0.8, -0.9], [-0.8, -1.0, 1.4], [0.6, 0.0, -1.5], [-0.7, -0.1, 0.1], [-0.2, 0.4, 0.4], [-0.2, 0.1, 0.3], [0.2, 0.0, -0.1], [0.1, -0.3, 0.2], [0.2, -0.2, -0.6], [0.1, 0.3, -0.4], [-0.6, 0.3, -0.5], [0.0, 0.0, 0.3], [-0.2, -0.7, 0.3], [-0.2, 0.1, 0.1], [0.0, -0.1, -0.4], [0.2, 0.2, 0.5], [0.0, 0.2, -0.3], [0.4, 0.0, 0.1], [-0.4, -0.2, -0.1], [0.1, 0.1, -0.1], [-0.3, 0.2, -0.1], [-0.2, -0.1, -0.2], [0.4, -0.2, 0.2], [0.2, 0.2, -0.1], [0.3, -0.3, -0.1], [0.2, 0.6, -0.6], [-0.1, 0.0, -0.1], [0.0, 0.2, 0.1], [0.2, -0.1, 0.0], [0.0, 0.1, -0.2], [0.2, -0.2, 0.0], [0.0, 0.1, 0.2], [0.1, 0.1, -0.2], [-0.1, 0.1, 0.1], [-0.1, -0.1, 0.0], [0.1, 0.4, -0.1], [-0.1, 0.0, -0.4], [1.0, 0.0, 0.3], [0.1, 0.0, -0.1], [-0.1, -0.2, 0.1], [0.0, 0.1, 0.2], [0.0, 0.1, -0.2], [0.2, 0.1, 0.2], [-0.1, -0.2, 0.0], [-0.1, 0.1, 0.0], [-0.1, -0.2, -0.1], [0.1, 0.0, -0.1], [0.1, -0.3, -0.1], [-0.4, 0.1, 0.1], [-0.1, 0.2, 0.3], [0.2, 0.1, 0.2], [0.3, -0.2, -0.1], [-0.2, 0.1, -0.4], [0.0, 0.1, -0.1], [0.1, -0.2, -0.1], [0.1, -0.1, 0.2], [-0.1, 0.0, 0.1], [0.2, 0.0, 0.1], [0.0, -0.2, -0.1], [-0.2, 0.1, 0.2], [0.0, -0.1, -0.1], [0.2, 0.2, -0.1], [0.4, 0.4, -0.2], [0.3, 0.1, 0.1], [0.0, -0.4, 0.5], [0.2, -0.2, 0.1], [-0.1, 0.1, 0.2], [0.0, 0.1, -0.1], [-0.1, -0.2, 0.1], [0.2, 0.1, -0.1], [-0.1, 0.1, 0.2], [-0.1, -0.1, -0.2], [-0.1, 0.1, 0.1], [0.2, -0.1, 0.1], [0.0, -0.2, 0.1], [-0.2, 0.0, 0.0], [0.2, -0.2, -0.2], [0.8, 0.8, -0.4], [-0.4, 0.2, 0.3], [-0.1, 0.1, 0.3], [0.2, 0.3, 0.1], [-0.4, -0.5, 0.3], [0.1, 1.0, 1.7], [0.0, -0.6, -1.6], [-0.1, -0.7, 0.1], [0.7, 0.5, 1.1], [0.1, 0.3, -0.3], [-0.1, -0.2, -0.2], [-0.6, 0.1, 0.0], [0.3, 0.3, -0.2], [-0.7, -0.6, 1.7], [0.5, 0.4, -1.0], [0.2, -0.2, 0.1], [-0.4, -0.1, -0.2], [0.1, 0.2, 0.0], [-0.2, -0.1, -0.2], [0.1, -0.3, -0.2], [0.0, 0.3, 0.0], [-0.1, -0.2, 0.3], [-0.2, 0.3, 0.2], [-0.2, -0.4, 0.1], [-0.2, -0.1, -0.2], [0.1, -0.1, -0.3], [0.0, -0.1, 0.1], [0.3, 0.3, 0.0], [0.0, -0.2, -0.2], [-0.1, -0.1, -0.4]],
  "e_tot_ev": -64084.994,
  "orbital_gap_ev": 3.2,
  "charge": 1,
  "e_above_lowest_kcal_mol": 44.8,
  "fmax_ev_per_a": 2.03,
  "lumo_ev": -4.79
}



{
  "formula": "C5H9N3",
  "method": "the ωB97M-V functional and the def2-TZVPD basis",
  "symbols": ["C", "C", "C", "N", "N", "H", "H", "H", "H", "H", "H", "C", "C", "N", "H", "H", "H"],
  "positions_angstrom": [[-1.481, -0.387, -0.785], [-0.726, 0.109, 0.427], [0.223, -1.128, 1.213], [-1.111, 1.069, 1.178], [-0.178, -2.307, 0.916], [-1.995, 1.480, 0.866], [0.576, -2.942, 0.664], [0.382, -0.653, 2.175], [-0.874, -1.066, -1.385], [-2.356, -0.954, -0.465], [-1.834, 0.456, -1.382], [1.520, 1.463, -0.832], [1.316, 0.244, -0.039], [1.829, -0.685, 0.523], [0.877, 1.446, -1.713], [2.567, 1.523, -1.137], [1.263, 2.331, -0.224]],
  "forces_ev_per_angstrom": [[0.1, 0.1, 0.0], [-0.8, -0.5, 0.9], [-1.2, 0.3, -0.2], [0.1, -0.4, 0.0], [0.3, 0.5, -0.8], [0.2, 0.1, -0.2], [-0.2, -0.1, 0.5], [0.4, 0.0, 0.0], [0.0, 0.0, 0.0], [0.1, 0.0, 0.1], [0.1, 0.0, 0.0], [-0.5, 0.1, -0.2], [1.8, -1.3, 0.8], [-0.5, 1.3, -0.8], [0.0, 0.1, 0.0], [-0.1, -0.1, 0.1], [0.0, -0.1, 0.0]],
  "e_tot_ev": -9796.213,
  "orbital_gap_ev": [7.8, 7.8],
  "charge": 0,
  "e_above_lowest_kcal_mol": 121.2,
  "fmax_ev_per_a": 2.31,
  "lumo_ev": [-0.40, -0.40]
}



{
  "formula": "C39H39AsMgN4OP",
  "method": "the ωB97M-V functional and the def2-TZVPD basis",
  "symbols": ["Mg", "O", "N", "N", "C", "C", "C", "N", "C", "C", "H", "H", "H", "H", "H", "H", "C", "C", "As", "C", "C", "C", "C", "C", "C", "C", "C", "C", "C", "C", "C", "P", "C", "C", "C", "C", "C", "C", "C", "C", "C", "C", "C", "C", "H", "H", "H", "H", "H", "H", "H", "H", "H", "H", "H", "H", "H", "H", "H", "H", "H", "H", "H", "H", "H", "H", "H", "H", "C", "C", "C", "C", "C", "C", "C", "C", "N", "H", "H", "H", "H", "H", "H", "H", "H", "H"],
  "positions_angstrom": [[0.962, -1.783, 0.606], [-0.055, -3.374, 0.293], [0.993, -4.031, -0.089], [1.276, -1.537, 6.810], [1.233, -1.566, 5.464], [1.943, -0.637, 4.682], [1.875, -0.723, 3.317], [1.157, -1.652, 2.664], [0.472, -2.538, 3.408], [0.477, -2.533, 4.778], [1.858, -0.879, 7.295], [0.798, -2.235, 7.349], [2.546, 0.128, 5.153], [2.423, -0.021, 2.698], [-0.081, -3.288, 2.855], [-0.090, -3.270, 5.331], [-0.599, 1.877, -0.981], [-0.098, 1.972, -2.416], [-0.417, 3.752, -3.273], [0.119, 4.784, -1.688], [1.483, 5.039, -1.550], [1.980, 5.647, -0.407], [1.115, 6.019, 0.612], [-0.248, 5.789, 0.476], [-0.742, 5.174, -0.666], [-2.361, 3.826, -3.080], [-3.156, 2.684, -3.029], [-4.537, 2.786, -2.939], [-5.142, 4.033, -2.914], [-4.363, 5.178, -3.006], [-2.984, 5.073, -3.094], [-0.465, 0.172, -0.287], [-1.493, 0.266, 1.217], [-1.518, 1.413, 2.008], [-2.233, 1.426, 3.197], [-2.931, 0.299, 3.604], [-2.917, -0.844, 2.816], [-2.196, -0.867, 1.634], [-1.503, -0.772, -1.450], [-0.842, -1.530, -2.416], [-1.558, -2.233, -3.372], [-2.944, -2.199, -3.353], [-3.610, -1.445, -2.395], [-2.895, -0.722, -1.453], [-1.651, 2.157, -0.903], [-0.020, 2.548, -0.345], [-0.568, 1.221, -3.052], [0.979, 1.799, -2.454], [2.158, 4.762, -2.353], [3.041, 5.840, -0.314], [1.498, 6.494, 1.505], [-0.929, 6.090, 1.262], [-1.806, 5.000, -0.759], [-2.703, 1.699, -3.074], [-5.139, 1.887, -2.896], [-6.219, 4.113, -2.834], [-4.832, 6.153, -3.016], [-2.380, 5.971, -3.174], [-0.987, 2.304, 1.695], [-2.251, 2.322, 3.803], [-3.495, 0.310, 4.527], [-3.472, -1.721, 3.126], [-2.198, -1.757, 1.013], [0.244, -1.560, -2.421], [-1.037, -2.811, -4.124], [-3.510, -2.763, -4.082], [-4.692, -1.425, -2.380], [-3.419, -0.127, -0.715], [2.743, -6.273, 0.399], [3.626, -5.274, -0.301], [4.874, -5.692, -0.747], [5.754, -4.820, -1.363], [5.419, -3.484, -1.491], [4.195, -3.015, -1.039], [3.854, -1.553, -1.173], [3.283, -3.916, -0.478], [2.056, -3.338, -0.078], [3.299, -7.190, 0.586], [1.863, -6.516, -0.189], [2.394, -5.877, 1.355], [5.159, -6.727, -0.603], [6.707, -5.177, -1.732], [6.112, -2.796, -1.957], [4.702, -1.003, -1.576], [3.602, -1.117, -0.201], [3.012, -1.400, -1.853]],
  "forces_ev_per_angstrom": [[0.3, 1.0, 0.4], [-0.2, -0.1, 0.0], [0.4, -1.2, -0.4], [0.0, 0.0, -0.1], [0.0, 0.0, -0.1], [0.0, 0.0, 0.0], [0.0, 0.0, 0.1], [0.1, 0.2, -0.1], [0.0, -0.1, 0.1], [0.0, 0.0, 0.1], [0.0, 0.0, 0.0], [0.0, 0.0, 0.1], [0.0, 0.0, 0.0], [0.0, 0.0, 0.1], [-0.1, 0.0, 0.0], [0.0, 0.0, -0.1], [0.5, -0.1, 0.0], [-0.1, 0.1, 0.0], [0.1, -0.1, 0.2], [0.0, 0.0, 0.0], [-0.1, 0.0, -0.1], [0.0, 0.0, 0.0], [0.0, 0.0, 0.0], [0.0, 0.0, 0.0], [-0.1, 0.0, 0.0], [0.0, 0.0, 0.0], [0.1, -0.1, 0.0], [0.0, 0.0, 0.0], [0.0, 0.0, 0.0], [0.0, 0.0, 0.0], [0.1, 0.0, 0.0], [-0.8, 0.2, -0.2], [0.0, -0.1, 0.1], [0.1, 0.0, -0.1], [0.0, 0.0, 0.1], [0.0, 0.0, 0.0], [0.0, -0.1, 0.1], [0.1, 0.0, -0.1], [0.2, -0.1, -0.1], [0.0, 0.1, 0.1], [0.0, 0.0, -0.1], [0.0, 0.0, 0.0], [0.0, 0.0, 0.0], [0.0, 0.1, 0.0], [0.0, 0.0, 0.1], [0.0, 0.0, 0.0], [0.0, 0.0, 0.0], [0.0, 0.1, -0.1], [0.0, 0.0, 0.0], [0.0, 0.0, 0.0], [0.0, 0.0, 0.0], [0.0, 0.0, 0.0], [0.0, 0.0, 0.0], [0.0, 0.0, 0.0], [0.0, 0.0, 0.0], [0.0, 0.0, 0.0], [0.0, 0.0, 0.0], [0.0, 0.0, 0.0], [0.0, 0.0, 0.0], [0.0, 0.0, 0.0], [0.0, 0.0, 0.0], [0.0, 0.0, 0.0], [0.0, 0.0, 0.1], [0.0, -0.1, 0.0], [0.0, 0.0, 0.0], [0.0, 0.0, 0.0], [0.0, 0.0, 0.0], [0.0, 0.0, 0.0], [0.0, 0.1, 0.0], [-0.2, 0.2, 0.1], [0.0, 0.1, -0.1], [0.0, 0.0, 0.0], [0.1, 0.0, -0.1], [-0.1, 0.0, 0.0], [0.0, -0.1, -0.1], [0.3, -0.5, -0.2], [-0.5, 0.2, 0.1], [0.0, 0.0, 0.0], [-0.1, 0.0, 0.0], [0.0, 0.0, 0.0], [0.0, 0.0, 0.0], [0.0, 0.0, 0.0], [0.0, 0.0, 0.0], [0.0, 0.0, 0.0], [0.0, 0.1, 0.0], [0.0, 0.0, 0.0]],
  "e_tot_ev": -124652.436,
  "orbital_gap_ev": 8.3,
  "charge": 1,
  "fmax_ev_per_a": 1.29,
  "lumo_ev": -2.17
}